Model P:
Below is a molecular structure, C20H18BBrF9IrN7O2P, with properties calculated with the ωB97M-V functional and the def2-TZVPD basis.

LUMO (spin up / spin down) (eV): -3.89 / -4.93
Multiplicity: 2
Charge: +1

Element x y z (Å)
Ir -0.043 -0.047 0.334
C 1.258 5.224 1.703
N 0.870 3.826 1.873
C 0.471 3.241 3.042
C 0.202 1.938 2.763
N 0.435 1.726 1.426
C 0.836 2.884 0.908
P 1.320 3.176 -0.800
C -0.180 2.539 -1.577
N -0.708 1.360 -1.325
C -1.772 1.202 -2.167
C -1.887 2.323 -2.934
N -0.876 3.163 -2.556
C -0.601 4.483 -3.116
C 2.202 1.611 -0.999
N 1.696 0.392 -0.814
C 2.591 -0.510 -1.325
C 3.657 0.176 -1.809
N 3.403 1.507 -1.597
C 4.296 2.613 -1.935
H 1.174 5.727 2.661
H 2.286 5.293 1.354
H 0.601 5.716 0.988
H 0.405 3.787 3.967
H -0.116 1.160 3.429
H -2.368 0.309 -2.185
H -2.599 2.580 -3.700
H -1.319 4.681 -3.905
H -0.696 5.248 -2.348
H 0.403 4.519 -3.534
H 2.407 -1.569 -1.317
H 4.557 -0.173 -2.284
H 5.267 2.209 -2.201
H 3.906 3.181 -2.777
H 4.411 3.273 -1.079
Br -3.057 2.110 1.110
C -3.268 0.251 0.900
C -4.340 -0.401 1.468
C -4.457 -1.770 1.267
C -3.552 -2.440 0.460
C -2.525 -1.693 -0.073
N -2.359 -0.391 0.162
C -1.504 -2.242 -1.032
O -1.791 -3.206 -1.691
O -0.409 -1.518 -1.060
H -5.035 0.147 2.087
H -5.262 -2.316 1.740
H -3.618 -3.497 0.255
F 2.727 -1.213 1.003
C 1.449 -1.301 1.380
F 1.394 -0.924 2.657
C 1.038 -2.797 1.258
F 1.452 -3.260 0.072
F -0.279 -2.952 1.333
F 1.601 -3.522 2.216
F -2.682 0.206 3.728
B -1.682 -0.741 3.664
F -0.928 -0.415 2.319
F -2.145 -2.013 3.502
F -0.723 -0.562 4.622

Model Q:
Below is a molecular structure, C20H18BBrF9IrN7O2P, with properties calculated with the ωB97M-V functional and the def2-TZVPD basis.

LUMO (spin up / spin down) (eV): -4.75 / -4.81
Multiplicity: 2
Charge: +1

Element x y z (Å)
Ir -0.110 -0.292 -0.015
C 4.778 0.782 2.682
N 3.522 0.126 2.364
C 3.098 -1.077 2.849
C 1.898 -1.343 2.253
N 1.606 -0.312 1.421
C 2.592 0.575 1.494
P 2.641 2.217 0.701
C 2.266 1.680 -1.002
N 1.346 0.785 -1.343
C 1.285 0.746 -2.700
C 2.200 1.625 -3.195
N 2.808 2.207 -2.118
C 3.862 3.206 -2.171
C 0.909 2.620 1.106
N -0.081 1.750 1.053
C -1.209 2.367 1.483
C -0.889 3.656 1.812
N 0.446 3.804 1.571
C 1.207 5.026 1.760
H 5.375 0.122 3.305
H 5.326 0.998 1.767
H 4.606 1.712 3.221
H 3.658 -1.656 3.560
H 1.233 -2.178 2.389
H 0.621 0.083 -3.224
H 2.459 1.848 -4.215
H 4.178 3.339 -3.201
H 3.511 4.162 -1.785
H 4.716 2.881 -1.580
H -2.152 1.857 1.564
H -1.504 4.456 2.182
H 0.541 5.806 2.119
H 1.998 4.875 2.493
H 1.651 5.352 0.820
Br -1.545 -3.537 0.770
C -2.489 -2.541 -0.502
C -3.594 -3.112 -1.119
C -4.303 -2.363 -2.038
C -3.918 -1.058 -2.303
C -2.801 -0.578 -1.653
N -2.083 -1.301 -0.797
C -2.328 0.856 -1.913
O -3.009 1.556 -2.628
O -1.229 1.152 -1.330
H -3.880 -4.121 -0.868
H -5.149 -2.796 -2.556
H -4.445 -0.422 -2.997
F 0.552 -2.337 -2.005
C 1.261 -1.999 -0.907
F 1.180 -3.037 -0.069
C 2.752 -1.918 -1.310
F 3.252 -3.124 -1.519
F 3.468 -1.347 -0.323
F 2.952 -1.194 -2.409
F -0.817 -1.839 3.829
B -1.807 -1.085 3.248
F -1.191 -0.639 1.892
F -2.073 0.087 3.898
F -2.923 -1.799 2.900

We find model P to be the most stable, with the next structure 0.0694 hartree higher.

Model P:
Below is C20H20N2O3S in the gas phase, with properties calculated with the ωB97M-V functional and the def2-TZVPD basis.

SMILES: Cc1cccc2sc(NC(=O)c3ccc(OC[C@H]4CCCO4)cc3)nc12
LUMO (eV): 0.27
Charge: 0

Element x y z (Å)
C -1.980 -2.140 -0.371
C -3.334 -1.836 -0.339
C -4.312 -2.710 -0.375
C -5.766 -2.515 -0.276
C -6.216 -1.349 -0.281
C -5.328 -0.273 -0.059
S -5.587 1.669 0.135
C -3.745 1.705 -0.145
N -3.106 2.878 0.008
C -1.857 3.467 0.001
O -1.596 4.510 -0.353
C -0.818 1.996 0.156
C -0.921 1.506 1.470
C -0.034 0.412 1.566
C 0.942 0.132 0.918
O 1.791 -0.867 1.049
C 2.767 -1.146 0.434
C 4.044 -0.126 0.292
C 5.470 -0.894 0.544
C 6.377 -0.042 -0.225
C 5.512 0.925 -1.194
O 4.140 0.500 -1.299
C 1.166 0.774 -0.306
C 0.177 1.889 -0.522
N -3.084 0.600 -0.306
C -3.991 -0.625 -0.050
H -1.748 -2.101 -1.451
H -1.941 -3.118 -0.276
H -1.298 -1.551 0.182
H -4.278 -3.880 -0.407
H -6.695 -3.201 -0.025
H -7.207 -0.998 0.111
H -3.801 3.750 -0.065
H -1.737 1.633 2.405
H -0.059 -0.161 2.419
H 2.489 -1.465 -0.740
H 3.270 -1.994 0.721
H 3.800 0.602 1.154
H 5.667 -0.867 1.480
H 5.453 -1.853 -0.144
H 7.205 -0.197 -0.792
H 6.732 0.794 0.606
H 5.416 2.009 -0.903
H 5.699 0.682 -2.254
H 1.908 0.822 -0.937
H 0.412 2.655 -1.556

Model Q:
Below is C20H20N2O3S in the gas phase, with properties calculated with the ωB97M-V functional and the def2-TZVPD basis.

SMILES: CCOC(=O)C1=C(C)[C@H](c2cccc(Oc3ccccc3)c2)NC(=S)N1
LUMO (eV): -0.42
Charge: 0

Element x y z (Å)
C -0.688 6.119 2.666
C 0.307 5.199 2.237
O -0.074 4.175 1.277
C -0.699 3.007 2.100
O -0.696 2.914 3.402
C -1.386 2.033 1.001
C -1.968 0.845 1.381
C -2.176 0.464 2.891
C -2.498 -0.132 0.455
C -1.422 -1.259 0.234
C -1.876 -2.472 0.735
C -1.083 -3.581 0.417
C 0.393 -3.485 0.339
C 0.675 -2.155 -0.155
O 2.056 -1.735 -0.518
C 2.706 -2.718 -1.285
C 2.327 -3.564 -2.293
C 3.120 -4.455 -2.791
C 4.645 -4.368 -2.585
C 5.105 -3.503 -1.655
C 3.990 -2.721 -0.946
C -0.153 -1.220 -0.021
N -2.553 0.621 -0.984
C -1.766 1.587 -1.123
S -1.931 2.247 -2.809
N -1.088 2.436 -0.157
H -0.050 6.940 3.122
H -1.442 5.560 3.103
H -1.177 6.663 1.723
H 0.988 5.597 1.578
H 0.821 4.704 3.081
H -3.408 0.276 3.090
H -1.733 0.938 3.466
H -1.723 -0.479 2.901
H -3.316 -0.559 0.688
H -2.665 -2.615 1.079
H -1.360 -4.603 0.939
H 1.180 -4.247 0.245
H 1.298 -3.553 -2.197
H 2.725 -5.340 -3.495
H 5.164 -5.139 -3.069
H 6.110 -3.566 -1.202
H 4.515 -1.852 -0.427
H 0.209 -0.268 -0.252
H -2.956 -0.037 -1.525
H -0.680 3.178 -0.399

Model R:
Below is a molecular structure, C20H20N2O3S, with properties calculated with the ωB97M-V functional and the def2-TZVPD basis.

LUMO (eV): -0.66
Charge: 0

Element x y z (Å)
C 1.114 -2.425 -5.790
C 1.420 -2.862 -4.629
C 2.230 -2.242 -3.600
H 3.242 -2.843 -3.570
H 2.633 -1.114 -4.192
O 1.820 -2.280 -2.489
C 1.060 -1.337 -2.268
O 0.526 -0.365 -3.164
C 0.159 -1.251 -1.005
C 0.440 -2.109 0.074
N -0.337 -2.137 1.327
C -1.299 -1.229 1.314
N -1.586 -0.223 0.265
C -2.993 0.003 0.282
O -3.351 0.746 -0.850
C -3.780 -0.389 1.357
C -3.096 0.151 2.674
H -2.786 1.058 2.674
H -4.076 -0.006 3.588
S -1.822 -1.170 3.074
H -4.173 -1.336 1.235
H -4.779 0.061 1.230
C -0.724 -0.156 -0.583
C 0.253 0.958 -0.216
C 0.007 1.698 0.852
C 1.102 2.829 1.369
C 1.420 3.186 2.598
C 1.920 4.099 3.139
C 2.833 4.822 2.125
C 2.660 4.636 0.837
C 1.681 3.555 0.393
H 1.637 3.435 -0.785
H 3.075 5.229 0.100
H 3.434 5.806 2.378
H 2.229 4.365 4.078
H 0.630 2.383 3.522
H -0.389 1.343 1.678
H 0.896 1.340 -0.966
H -1.249 0.131 -1.556
C 1.222 -3.587 0.016
H 1.110 -4.012 -0.716
H 1.245 -4.203 0.990
H 2.359 -3.186 -0.211
H 1.194 -3.924 -4.521
H 0.327 -2.972 -6.665
H 1.440 -1.288 -6.072

We find model Q to be the most stable, with the next structure 0.0843 hartree higher.

Model P:
Below is 3 unconnected molecules or ions with the total composition C22H40N2O9P2S2, with properties calculated with the ωB97M-V functional and the def2-TZVPD basis.

LUMO (spin up / spin down) (eV): -2.63 / -2.63
Multiplicity: 3
Charge: 0

Element x y z (Å)
O -1.607 -3.502 -1.732
C -0.849 -4.497 -1.605
O -0.347 -4.958 -0.339
C 0.752 -5.850 -0.638
O 1.598 -6.222 0.221
C 0.699 -6.329 -2.187
P 1.698 -7.693 -3.023
O 0.680 -9.087 -3.196
O 2.923 -8.171 -1.904
S 2.400 -7.248 -4.765
C -0.287 -5.475 -2.768
P -0.913 -5.353 -4.542
O -0.771 -6.786 -5.442
O -2.511 -4.693 -4.595
S 0.242 -4.027 -5.425
H 0.225 -9.153 -2.319
H 2.464 -8.528 -1.094
H -0.169 -6.567 -6.204
H -3.177 -5.421 -4.653
C 1.615 -1.421 4.357
C 2.544 -0.636 3.391
C 1.975 0.782 3.144
C 0.759 0.799 2.224
C 1.046 0.059 0.925
C 1.584 -1.370 1.151
N 2.719 -1.413 2.124
O 3.827 -0.934 1.491
C 0.431 -2.280 1.638
C 1.967 -1.974 -0.227
C 3.870 -0.479 4.183
H 1.942 -1.340 5.398
H 0.584 -1.062 4.337
H 1.613 -2.492 4.132
H 2.750 1.419 2.700
H 1.710 1.251 4.100
H -0.109 0.364 2.729
H 0.490 1.837 1.999
H 0.130 0.027 0.325
H 1.769 0.643 0.343
H 0.798 -3.281 1.886
H -0.327 -2.400 0.857
H -0.101 -1.887 2.503
H 2.692 -1.361 -0.767
H 1.088 -2.053 -0.875
H 2.384 -2.980 -0.113
H 4.327 -1.454 4.386
H 3.688 0.006 5.149
H 4.599 0.147 3.665
C -1.485 4.838 1.717
C -2.589 4.519 0.672
C -2.262 3.195 -0.058
C -1.131 3.319 -1.072
C -1.394 4.463 -2.045
C -1.690 5.801 -1.335
N -2.733 5.672 -0.270
O -3.943 5.559 -0.887
C -0.379 6.361 -0.731
C -2.074 6.853 -2.410
C -3.863 4.283 1.527
H -1.745 4.471 2.714
H -0.524 4.380 1.470
H -1.335 5.915 1.829
H -3.154 2.831 -0.582
H -2.003 2.417 0.673
H -0.173 3.462 -0.563
H -1.040 2.382 -1.630
H -0.529 4.571 -2.709
H -2.237 4.186 -2.689
H -0.570 7.268 -0.150
H 0.331 6.629 -1.521
H 0.147 5.652 -0.094
H -2.921 6.536 -3.023
H -1.243 7.026 -3.100
H -2.324 7.814 -1.949
H -4.150 5.191 2.067
H -3.688 3.498 2.272
H -4.715 3.947 0.931

Model Q:
Below is 3 unconnected molecules or ions with the total composition C22H40N2O9P2S2, with properties calculated with the ωB97M-V functional and the def2-TZVPD basis.

LUMO (spin up / spin down) (eV): -2.15 / -2.15
Multiplicity: 3
Charge: 0

Element x y z (Å)
O -0.625 2.504 3.435
C -1.659 3.067 3.406
O -2.870 2.410 3.311
C -3.839 3.325 2.996
O -4.934 3.009 2.660
C -3.263 4.696 3.177
P -4.248 6.216 3.056
O -4.530 6.579 4.594
O -5.625 5.710 2.451
S -3.478 7.643 2.079
C -1.955 4.537 3.433
P -0.621 5.709 3.702
O -1.260 6.922 4.491
O 0.354 5.008 4.731
S 0.203 6.121 2.019
H -4.754 5.790 5.110
H -6.048 5.014 2.978
H -1.089 7.720 3.959
H 0.127 5.180 5.658
C -4.111 -2.426 -0.223
C -3.570 -1.681 -1.466
C -2.229 -2.272 -1.906
C -1.069 -1.913 -0.980
C -0.984 -0.404 -0.765
C -2.300 0.208 -0.291
N -3.416 -0.217 -1.191
O -3.433 0.477 -2.281
C -2.569 -0.187 1.169
C -2.199 1.729 -0.304
C -4.593 -1.867 -2.579
H -4.808 -3.206 -0.524
H -3.327 -2.911 0.358
H -4.656 -1.752 0.436
H -1.996 -1.912 -2.913
H -2.332 -3.357 -1.981
H -1.168 -2.430 -0.021
H -0.133 -2.267 -1.419
H -0.202 -0.178 -0.037
H -0.682 0.070 -1.705
H -3.556 0.153 1.484
H -1.832 0.292 1.813
H -2.499 -1.255 1.361
H -1.901 2.114 -1.276
H -1.449 2.039 0.425
H -3.155 2.184 -0.036
H -5.549 -1.414 -2.312
H -4.750 -2.934 -2.733
H -4.259 -1.438 -3.520
C 2.995 -3.972 -1.760
C 3.930 -3.335 -0.704
C 3.317 -2.047 -0.155
C 3.355 -0.880 -1.140
C 4.770 -0.653 -1.670
C 5.396 -1.917 -2.260
N 5.280 -3.048 -1.285
O 6.186 -2.975 -0.367
C 4.725 -2.260 -3.600
C 6.868 -1.678 -2.562
C 4.078 -4.347 0.424
H 2.367 -4.732 -1.298
H 2.325 -3.250 -2.226
H 3.563 -4.467 -2.546
H 3.852 -1.751 0.753
H 2.285 -2.241 0.147
H 2.661 -1.054 -1.967
H 3.007 0.025 -0.639
H 4.766 0.128 -2.434
H 5.399 -0.286 -0.854
H 5.082 -3.220 -3.975
H 4.983 -1.498 -4.336
H 3.640 -2.295 -3.552
H 7.412 -1.322 -1.690
H 6.952 -0.922 -3.343
H 7.348 -2.591 -2.915
H 4.553 -5.262 0.070
H 3.086 -4.598 0.799
H 4.660 -3.954 1.254

We find model Q to be the most stable, with the next structure 0.1573 hartree higher.